# 1
C10H27ClIO2P2PbS | wB97M-V/def2-TZVPD

For the HOMO-LUMO gap (spin up / spin down), the calculation gives 4.4 / 4.6 eV. The calculation puts the LUMO energy (spin up / spin down) at -13.3579 / -13.6348 eV. The net charge is +3. For the molar mass, the calculation gives 642.896 Da.

```
45
C10H27ClIO2P2PbS (wB97M-V/def2-TZVPD)
C 3.151 -5.656 -0.317
C 2.220 -4.500 -0.092
H 2.765 -6.620 0.080
H 4.123 -5.405 0.159
H 3.333 -5.737 -1.410
O 1.119 -4.444 0.438
I 3.187 -2.637 -0.939
Pb 0.560 -1.759 0.182
P -1.298 -0.593 -2.131
C -3.127 -0.489 -2.293
C -0.851 0.919 -3.101
H -1.092 0.715 -4.151
H -1.340 -1.628 -4.335
H 0.220 1.117 -2.982
H 0.228 -1.953 -3.483
H -3.480 0.505 -1.981
H -1.414 1.796 -2.756
C -0.866 -1.890 -3.376
H -3.396 -0.694 -3.340
H -1.230 -2.868 -3.026
H -3.552 -1.249 -1.622
P 1.001 0.283 2.466
C -0.084 0.723 3.876
C 2.464 -0.512 3.268
H 2.347 1.940 1.267
H 2.289 2.258 3.050
H 0.898 2.699 1.994
C 1.708 1.973 2.159
H 3.235 -0.695 2.504
H 2.845 0.146 4.064
H 0.540 1.169 4.662
H -0.571 -0.195 4.223
H 2.162 -1.485 3.685
H -0.846 1.421 3.507
Cl 1.664 0.414 -0.869
C -3.209 3.593 0.228
S -2.014 2.267 -0.007
C -0.592 3.323 -0.377
O -1.774 1.636 1.338
H -3.269 4.268 -0.638
H -2.889 4.129 1.137
H -4.187 3.122 0.384
H -0.932 3.908 -1.236
H -0.308 3.980 0.455
H 0.264 2.704 -0.665
```

Here are the Löwdin charges for atoms 1 to 8, given in e: C -0.07; C -0.70; H 0.12; H 0.11; H 0.11; O -0.09; I 0.96; Pb 0.81

=====

# 2
C10H28Cl3O12 | wB97M-V/def2-TZVPD

For the HOMO-LUMO gap, the calculation gives 8.8 eV. The calculation puts the LUMO energy at 2.6625 eV. The net charge is -1. For the molar mass, the calculation gives 446.681 Da.

```
53
C10H28Cl3O12 (wB97M-V/def2-TZVPD)
Cl 18.324 10.213 13.759
O 19.603 10.627 14.246
O 17.712 9.606 14.881
O 17.598 11.336 13.386
O 18.525 9.284 12.675
C 15.378 11.842 13.888
C 15.235 10.903 15.146
O 14.315 11.414 16.068
O 14.239 11.777 13.065
H 16.174 11.510 13.221
H 15.511 12.903 14.101
H 16.186 10.649 15.614
H 14.918 9.922 14.790
H 13.428 11.191 15.777
H 14.055 12.655 12.722
C 17.795 11.989 16.551
C 19.323 11.891 16.044
O 20.203 12.702 16.862
O 17.327 13.359 16.513
H 17.651 11.537 17.533
H 17.141 11.405 15.903
H 19.332 12.140 14.983
H 19.675 10.860 16.076
H 21.090 12.527 16.539
H 18.086 13.947 16.496
C 16.321 8.025 13.399
C 15.335 7.076 14.121
O 14.026 7.346 13.648
O 16.059 9.351 13.644
H 16.263 7.728 12.352
H 17.364 7.934 13.700
H 15.444 7.039 15.205
H 15.673 6.103 13.765
H 13.987 8.290 13.477
H 16.745 9.676 14.232
C 19.197 7.867 14.944
C 19.758 6.685 15.730
O 21.069 6.433 15.328
O 19.324 7.671 13.549
H 19.612 8.822 15.266
H 18.118 7.898 15.094
H 19.198 5.778 15.504
H 19.698 6.871 16.802
H 21.034 6.356 14.372
H 18.905 8.441 13.157
Cl 20.364 9.639 9.588
C 20.587 10.332 11.194
C 19.495 11.380 11.487
Cl 19.779 12.844 10.619
H 21.626 10.660 11.156
H 20.505 9.543 11.943
H 19.544 11.615 12.550
H 18.470 11.122 11.218
```

Here are the Löwdin charges for atoms 1 to 8, given in e: Cl 0.83; O -0.35; O -0.28; O -0.26; O -0.16; C -0.22; C -0.23; O -0.04

=====

# 3
C10H28F6N3O3P | wB97M-V/def2-TZVPD

For the HOMO-LUMO gap (spin up / spin down), the calculation gives 2.8 / 9.9 eV. The calculation puts the LUMO energy (spin up / spin down) at 2.8858 / 2.8039 eV. The net charge is -1. Its spin multiplicity is 2. For the molar mass, the calculation gives 383.314 Da.

```
51
C10H28F6N3O3P (wB97M-V/def2-TZVPD)
O -1.545 0.122 0.298
H -1.021 -0.670 0.440
H -1.104 0.708 -0.321
H -1.816 0.546 1.116
P -2.042 0.487 3.942
F -2.683 -0.997 3.679
F -0.576 0.154 3.323
F -2.561 0.781 2.439
F -1.625 2.043 4.265
F -3.467 0.980 4.630
F -1.507 0.002 5.388
O -1.099 2.686 -0.071
C -0.281 3.566 -0.398
N 0.501 3.241 -1.476
C 0.073 4.831 0.391
H 1.422 3.637 -1.597
H 0.305 2.337 -1.881
H 0.438 5.627 -0.258
H 0.830 4.585 1.136
H -0.804 5.141 0.959
O -0.258 0.708 -2.058
C -0.109 0.818 -3.260
N -0.823 1.710 -3.915
C 0.832 -0.127 -3.996
H -0.668 1.851 -4.903
H -1.442 2.360 -3.451
H 0.963 0.303 -4.989
H 0.308 -1.083 -4.006
H 1.819 -0.187 -3.538
C -0.574 -3.194 1.893
C 0.711 -2.381 1.470
N 0.574 -1.636 0.248
C 0.008 -2.389 -0.936
C 0.845 -3.615 -1.289
C 1.837 -0.965 -0.025
C 2.107 0.157 0.965
H -1.020 -4.046 1.379
H -1.361 -2.442 1.932
H -0.517 -3.667 2.874
H 0.982 -1.792 2.347
H 1.540 -3.089 1.440
H -1.014 -2.692 -0.708
H -0.189 -1.831 -1.851
H 1.063 -4.240 -0.424
H 0.253 -4.246 -1.952
H 1.774 -3.302 -1.766
H 1.725 -0.498 -1.003
H 2.698 -1.625 -0.132
H 2.280 -0.297 1.941
H 1.259 0.840 0.994
H 2.961 0.788 0.715
```

Here are the Löwdin charges for atoms 1 to 8, given in e: O 0.24; H 0.08; H 0.07; H 0.06; P 0.22; F -0.18; F -0.16; F -0.15

=====

# 4
C10H28N3OPPdS4SbSe2 | wB97M-V/def2-TZVPD

For the HOMO-LUMO gap (spin up / spin down), the calculation gives 4.8 / 6.0 eV. The calculation puts the LUMO energy (spin up / spin down) at 2.0821 / 1.9958 eV. The net charge is -1. Its spin multiplicity is 3. For the molar mass, the calculation gives 751.696 Da.

```
51
C10H28N3OPPdS4SbSe2 (wB97M-V/def2-TZVPD)
Pd -1.369 0.171 0.373
C -3.853 -1.600 1.902
Se -1.955 -1.941 1.607
C -0.609 -2.994 -1.216
C -1.730 -3.959 -1.247
Se -2.135 -1.775 -3.523
C -3.887 -0.952 -3.707
H -4.301 -2.466 2.385
H -4.351 -1.398 0.952
H -3.951 -0.714 2.522
H -0.097 -2.813 -0.280
H -0.018 -2.828 -2.107
H -1.997 -4.437 -0.316
H -1.964 -4.470 -2.170
H -4.478 -1.521 -4.420
H -3.739 0.077 -4.028
H -4.396 -0.924 -2.741
S -5.652 0.496 -0.824
Sb -3.513 1.329 -0.876
S -2.215 -2.181 -1.245
S -2.708 2.024 1.263
S -2.986 2.828 -2.533
C 0.532 2.134 -1.311
N 0.960 1.941 0.080
C 0.970 3.172 0.852
P 1.691 0.517 0.455
O 0.936 -0.671 -0.053
N 3.202 0.491 -0.234
C 3.809 -0.719 -0.743
C 4.101 1.609 -0.057
N 1.937 0.619 2.093
C 0.770 0.756 2.974
C 2.929 -0.286 2.662
H 1.284 2.714 -1.861
H -0.424 2.658 -1.344
H 0.394 1.173 -1.806
H 1.520 3.950 0.309
H 1.444 3.021 1.819
H -0.061 3.505 1.002
H 3.046 -1.482 -0.869
H 4.587 -1.102 -0.068
H 4.275 -0.523 -1.714
H 3.544 2.499 0.231
H 4.625 1.824 -0.993
H 4.856 1.415 0.718
H -0.015 1.341 2.497
H 1.082 1.258 3.893
H 0.341 -0.220 3.220
H 3.829 -0.319 2.051
H 2.538 -1.305 2.770
H 3.205 0.078 3.654
```

Here are the Löwdin charges for atoms 1 to 8, given in e: Pd 0.06; C -0.53; Se 0.49; C -0.47; C -0.37; Se 0.66; C -0.50; H -0.01